(1)
{
  "formula": "C5H5AgO6",
  "method": "ωB97M-V with the def2-TZVPD basis set",
  "total_charge": 2,
  "lumo_energy_ev": [-8.803, -13.064],
  "spin_multiplicity": 3,
  "homo_ev": [-17.997, -17.992],
  "homo_lumo_gap_ev": [9.193, 4.928],
  "symbols": ["C", "C", "O", "O", "H", "H", "C", "C", "O", "C", "O", "O", "O", "H", "H", "Ag", "H"],
  "coordinates": [[3.533, 2.614, -0.492], [1.878, 2.307, -0.206], [1.722, 1.733, 0.941], [3.893, 2.830, -1.581], [4.108, 2.612, 0.456], [1.562, 3.370, -0.280], [-1.274, -1.462, 0.468], [-1.649, -2.750, -0.208], [-3.002, -2.514, -0.577], [-3.422, -1.341, -0.138], [-2.350, -0.693, 0.498], [-4.511, -0.892, -0.169], [-0.291, -1.226, 1.147], [-1.580, -3.605, 0.478], [-1.031, -2.926, -1.098], [0.855, 0.257, 1.863], [1.559, 1.688, -1.101]]
}

=====

(2)
{
  "formula": "C5H5Br15",
  "method": "ωB97M-V with the def2-TZVPD basis set",
  "total_charge": 0,
  "lumo_energy_ev": -0.340,
  "homo_ev": -10.210,
  "homo_lumo_gap_ev": 9.870,
  "symbols": ["C", "Br", "Br", "Br", "H", "C", "Br", "Br", "Br", "H", "C", "Br", "Br", "Br", "H", "C", "Br", "Br", "Br", "H", "C", "Br", "Br", "Br", "H"],
  "coordinates": [[1.150, -1.853, -3.778], [1.723, -0.242, -4.630], [2.592, -3.091, -3.584], [-0.303, -2.627, -4.752], [0.781, -1.598, -2.798], [-0.222, 5.259, 1.858], [-0.755, 4.584, 3.563], [-1.357, 6.711, 1.319], [-0.207, 3.843, 0.559], [0.779, 5.660, 1.899], [-1.648, -4.571, -0.873], [-3.155, -3.651, -1.626], [-1.298, -6.207, -1.800], [-1.925, -4.907, 0.990], [-0.803, -3.907, -0.980], [1.019, 1.049, 3.415], [1.719, -0.714, 3.252], [2.266, 2.368, 2.833], [0.417, 1.415, 5.197], [0.161, 1.147, 2.765], [-0.199, 0.342, -0.508], [-0.954, 0.934, -2.162], [1.681, 0.034, -0.618], [-1.135, -1.136, 0.272], [-0.326, 1.159, 0.185]]
}

=====

(3)
{
  "formula": "C5H5BrFN",
  "method": "ωB97M-V with the def2-TZVPD basis set",
  "total_charge": 0,
  "lumo_energy_ev": 0.561,
  "homo_ev": -8.925,
  "homo_lumo_gap_ev": 9.487,
  "smiles": "FN1CC=CC=C1Br",
  "symbols": ["C", "C", "C", "C", "C", "N", "F", "Br", "H", "H", "H", "H", "H"],
  "coordinates": [[0.026, -0.096, 1.350], [-0.477, -1.262, 0.665], [0.164, 1.094, 0.770], [-0.252, -1.306, -0.624], [-0.112, 1.248, -0.758], [0.563, 0.081, -1.409], [1.837, -0.095, -0.964], [-0.568, -2.638, -1.808], [0.035, -0.091, 2.452], [-0.839, -2.177, 1.064], [0.415, 1.997, 1.435], [-1.095, 1.026, -0.966], [0.301, 2.218, -1.208]]
}

=====

(4)
{
  "formula": "C5H5BrN4S2",
  "method": "ωB97M-V with the def2-TZVPD basis set",
  "total_charge": 0,
  "lumo_energy_ev": -1.242,
  "homo_ev": -8.490,
  "homo_lumo_gap_ev": 7.248,
  "symbols": ["C", "C", "C", "C", "C", "N", "N", "N", "N", "S", "S", "Br", "H", "H", "H", "H", "H"],
  "coordinates": [[-1.185, 1.680, 0.401], [-2.005, 0.645, 0.056], [0.954, 0.812, 0.013], [-1.634, -0.705, -0.330], [2.456, 0.786, 0.013], [0.140, 1.560, 0.569], [-1.002, -1.524, 0.518], [0.885, -1.741, -0.648], [0.008, -2.265, 0.209], [0.258, -3.730, 0.961], [0.433, -0.376, -1.430], [-3.891, 0.964, -0.100], [-1.509, 2.591, 0.631], [-2.228, -1.058, -1.173], [2.910, 0.840, -0.979], [2.661, -0.112, 0.647], [2.750, 1.634, 0.640]]
}

=====

(5)
{
  "formula": "C5H5Cl",
  "method": "ωB97M-V with the def2-TZVPD basis set",
  "total_charge": 0,
  "lumo_energy_ev": [-1.850, -1.851],
  "homo_ev": [-9.773, -9.773],
  "homo_lumo_gap_ev": [7.924, 7.923],
  "symbols": ["C", "C", "C", "C", "C", "Cl", "H", "H", "H", "H", "H"],
  "coordinates": [[2.977, -1.087, 0.186], [1.932, -0.651, -0.229], [-0.866, 1.196, 0.080], [-0.462, 0.069, -0.787], [-1.300, -0.197, 0.340], [-3.082, -0.448, 0.031], [4.031, -1.251, 0.458], [0.086, 1.470, 0.644], [-1.670, 1.805, -0.199], [-0.527, -0.169, -1.785], [-1.118, -0.736, 1.261]]
}

=====

(6)
{
  "formula": "C5H5Cl",
  "method": "ωB97M-V with the def2-TZVPD basis set",
  "total_charge": 0,
  "lumo_energy_ev": -0.938,
  "homo_ev": -9.262,
  "homo_lumo_gap_ev": 8.324,
  "symbols": ["C", "C", "C", "C", "C", "Cl", "H", "H", "H", "H", "H"],
  "coordinates": [[0.609, 2.328, 0.211], [0.294, 0.720, 0.229], [-0.782, 1.767, -0.124], [0.792, -0.503, 0.085], [-0.097, -1.736, 0.101], [2.498, -0.756, -0.129], [-1.704, 2.179, 0.433], [-0.984, 1.719, -1.138], [-1.043, -1.273, -0.356], [-0.105, -2.013, 1.167], [0.521, -2.431, -0.478]]
}

=====

(7)
{
  "formula": "C5H5Cl",
  "method": "ωB97M-V with the def2-TZVPD basis set",
  "total_charge": 0,
  "lumo_energy_ev": [0.455, -2.287],
  "spin_multiplicity": 3,
  "homo_ev": [-6.324, -10.027],
  "homo_lumo_gap_ev": [6.779, 7.740],
  "symbols": ["C", "C", "C", "C", "C", "Cl", "H", "H", "H", "H", "H"],
  "coordinates": [[0.742, 0.254, -0.643], [1.850, 0.559, -0.220], [2.486, 0.831, 0.886], [-0.245, -0.207, -1.401], [-1.566, -0.481, -0.809], [-0.172, -0.057, -3.217], [2.059, 0.554, 1.766], [3.598, 0.840, 0.907], [-1.559, -0.550, 0.331], [-2.049, -1.400, -1.049], [-2.273, 0.238, -1.003]]
}

=====

(8)
{
  "formula": "C5H5Cl15",
  "method": "ωB97M-V with the def2-TZVPD basis set",
  "total_charge": 0,
  "lumo_energy_ev": 0.124,
  "homo_ev": -10.178,
  "homo_lumo_gap_ev": 10.302,
  "symbols": ["C", "Cl", "Cl", "Cl", "H", "C", "Cl", "Cl", "Cl", "H", "C", "Cl", "Cl", "Cl", "H", "C", "Cl", "Cl", "Cl", "H", "C", "Cl", "Cl", "Cl", "H"],
  "coordinates": [[0.518, -1.095, 1.591], [2.125, -1.132, 0.917], [0.342, 0.356, 2.588], [0.191, -2.607, 2.553], [-0.236, -1.091, 0.805], [0.624, 1.421, -1.573], [0.375, -0.037, -0.584], [1.369, 1.005, -3.116], [1.578, 2.689, -0.765], [-0.293, 1.973, -1.779], [-0.266, 2.755, 1.696], [0.179, 4.369, 1.041], [-1.040, 1.883, 0.347], [-1.345, 2.953, 3.144], [0.596, 2.192, 2.054], [2.284, -2.106, -1.712], [0.642, -2.686, -1.992], [3.177, -1.464, -3.147], [3.323, -3.280, -0.882], [2.365, -1.292, -0.992], [-3.268, -0.870, -0.126], [-4.743, -0.607, 0.800], [-3.468, -2.213, -1.292], [-1.976, -1.178, 1.067], [-3.053, 0.063, -0.647]]
}

=====

(9)
{
  "formula": "C5H5Cl2N3O2S",
  "method": "ωB97M-V with the def2-TZVPD basis set",
  "total_charge": 0,
  "lumo_energy_ev": -1.573,
  "homo_ev": -9.380,
  "homo_lumo_gap_ev": 7.807,
  "symbols": ["C", "C", "C", "C", "C", "N", "N", "N", "O", "O", "S", "Cl", "Cl", "H", "H", "H", "H", "H"],
  "coordinates": [[-2.110, 1.966, 2.037], [-0.055, 2.469, 1.369], [-1.165, 0.686, 0.286], [0.216, 1.145, 0.782], [1.754, -0.723, -0.686], [-2.271, 1.119, 1.091], [-1.045, 2.811, 2.096], [0.773, -0.077, 2.120], [1.638, 0.323, 2.850], [0.268, -1.146, 1.875], [1.619, 1.081, -0.305], [1.048, 3.724, 0.987], [-1.337, 1.101, -1.449], [-3.007, 2.100, 2.843], [-1.207, -0.379, 0.109], [2.309, -1.478, 0.000], [2.321, -0.613, -1.686], [0.673, -1.003, -0.713]]
}

=====

(10)
{
  "formula": "C5H5Cl3",
  "method": "ωB97M-V with the def2-TZVPD basis set",
  "total_charge": 0,
  "lumo_energy_ev": [-0.547, -0.650],
  "homo_ev": [-9.145, -8.403],
  "homo_lumo_gap_ev": [8.598, 7.753],
  "symbols": ["C", "C", "C", "C", "C", "Cl", "Cl", "Cl", "H", "H", "H", "H", "H"],
  "coordinates": [[0.935, -0.627, -1.052], [-0.712, -0.330, 1.231], [1.350, 0.663, -0.465], [0.663, -0.340, 0.392], [-1.929, 0.208, 0.548], [2.911, 1.109, -0.021], [-2.737, -0.945, -0.430], [-1.929, 1.819, 0.074], [0.337, -0.659, -1.925], [1.792, -1.262, -1.300], [-0.891, -1.359, 1.400], [-0.594, 0.152, 2.217], [0.806, 1.572, -0.667]]
}

=====

We obtain M values of 268.96 1263.65 178.00 265.16 100.55 100.55 100.55 596.89 242.09 171.45 g/mol for the records listed above, in that order.
We obtain strongest force on any atom values of 0.050 0.011 0.099 0.100 0.070 0.094 0.138 0.105 0.065 0.050 Eh/bohr for the records listed above, in that order.